(1)
{"formula": "C5H12N2", "method": "ωB97M-V with the def2-TZVPD basis set", "symbols": ["C", "C", "C", "C", "C", "N", "N", "H", "H", "H", "H", "H", "H", "H", "H", "H", "H", "H", "H"], "coordinates": [[0.329, 0.840, 2.564], [0.129, 1.097, -1.914], [-1.611, -0.841, -1.295], [1.270, -0.824, 1.343], [-0.233, -0.090, -1.089], [0.307, 0.250, 1.376], [-0.406, 0.603, 0.215], [0.553, 0.227, 3.378], [-0.335, 1.702, 2.547], [-0.054, 0.820, -2.980], [-0.433, 1.998, -1.611], [1.162, 1.510, -1.783], [-2.292, -0.221, -0.648], [-1.463, -1.856, -0.876], [-2.074, -0.934, -2.241], [2.075, -0.509, 0.805], [1.714, -1.026, 2.293], [0.883, -1.895, 0.903], [0.479, -0.851, -0.986]], "orbital_gap_ev": 8.2, "relative_energy_kcal_mol": 109.4, "energy_ev": -8355.3932, "max_force_ev_per_a": 5.045, "e_homo_ev": -7.323}

---

(2)
{"formula": "C35H67BBr2N3O7P2S2", "method": "ωB97M-V with the def2-TZVPD basis set", "symbols": ["C", "C", "C", "O", "C", "C", "P", "C", "C", "N", "B", "O", "C", "C", "C", "C", "P", "C", "C", "C", "N", "C", "C", "C", "N", "C", "C", "C", "C", "C", "C", "C", "O", "C", "Br", "C", "C", "Br", "H", "H", "H", "H", "H", "H", "H", "H", "H", "H", "H", "H", "H", "H", "H", "H", "H", "H", "H", "H", "H", "H", "H", "H", "H", "H", "H", "H", "H", "H", "H", "H", "H", "H", "H", "H", "H", "H", "H", "H", "H", "H", "H", "H", "H", "H", "H", "H", "H", "H", "H", "C", "C", "C", "S", "O", "O", "C", "H", "H", "H", "H", "H", "H", "H", "H", "C", "C", "C", "S", "O", "O", "C", "H", "H", "H", "H", "H", "H", "H", "H"], "coordinates": [[4.793, 3.261, -0.299], [3.245, 3.284, -0.640], [2.314, 2.878, 0.608], [1.318, 2.008, 0.133], [0.898, 0.861, 0.799], [1.881, 0.183, 1.843], [3.648, -0.107, 1.160], [4.225, -1.759, 1.899], [3.538, -0.503, -0.695], [1.805, 0.629, 3.224], [2.980, 1.179, 3.914], [3.010, 2.608, 4.138], [4.243, 0.379, 4.533], [5.577, 0.965, 3.886], [0.490, 1.061, 3.688], [-0.390, 1.782, 2.544], [-1.837, 2.425, 3.575], [-3.300, 3.081, 2.609], [-1.139, 4.001, 4.390], [-2.266, 4.513, 5.419], [-0.564, 0.949, 1.312], [-1.324, 1.520, 0.146], [-1.596, 3.003, -0.186], [-0.871, 4.225, 0.461], [-1.711, 5.430, 0.118], [-0.861, 6.609, -0.141], [0.047, 7.032, 1.044], [-0.365, 7.251, 2.427], [0.573, 7.700, 3.469], [1.991, 7.967, 3.162], [2.423, 7.727, 1.781], [1.476, 7.277, 0.741], [2.015, 7.105, -0.545], [-1.084, -0.442, 1.542], [-2.895, -0.527, 2.381], [-1.159, -1.453, 0.310], [0.082, -2.467, 0.212], [-2.728, -2.692, 0.514], [5.050, 2.787, 0.680], [5.303, 2.640, -1.091], [5.196, 4.299, -0.427], [2.892, 4.219, -1.145], [3.078, 2.455, -1.392], [1.890, 3.870, 0.963], [3.028, 2.573, 1.407], [0.953, 0.089, -0.033], [1.552, -0.912, 1.861], [5.187, -1.628, 2.470], [4.400, -2.537, 1.115], [3.473, -2.093, 2.676], [2.823, 0.160, -1.242], [3.103, -1.549, -0.758], [4.564, -0.548, -1.134], [3.513, 3.055, 3.440], [4.139, -0.732, 4.479], [4.258, 0.663, 5.626], [6.227, 1.349, 4.710], [5.318, 1.848, 3.234], [6.138, 0.253, 3.234], [0.588, 1.803, 4.524], [-0.097, 0.181, 4.098], [0.265, 2.685, 2.349], [-3.061, 4.117, 2.217], [-4.159, 3.208, 3.320], [-3.633, 2.424, 1.762], [-0.998, 4.837, 3.660], [-0.237, 3.770, 5.010], [-2.938, 5.233, 4.868], [-1.710, 5.096, 6.199], [-2.863, 3.675, 5.858], [-2.340, 1.016, 0.105], [-0.854, 1.060, -0.776], [-2.701, 3.231, -0.071], [-1.459, 3.156, -1.302], [-0.816, 4.256, 1.573], [0.098, 4.401, -0.077], [-2.227, 5.211, -0.738], [-0.214, 6.393, -1.036], [-1.557, 7.473, -0.359], [-1.423, 7.083, 2.727], [0.245, 7.896, 4.523], [2.730, 8.337, 3.905], [3.499, 7.932, 1.536], [2.745, 6.464, -0.446], [-0.511, -1.011, 2.324], [-1.284, -1.037, -0.713], [0.880, -2.032, -0.455], [-0.291, -3.388, -0.294], [0.499, -2.704, 1.226], [-5.561, -5.560, -2.393], [-5.008, -4.134, -2.484], [-4.043, -4.091, -3.672], [-4.610, -5.342, -4.824], [-3.606, -6.375, -4.910], [-5.152, -4.701, -5.994], [-5.956, -5.943, -3.814], [-6.410, -5.622, -1.711], [-4.782, -6.235, -2.026], [-5.831, -3.435, -2.653], [-4.508, -3.835, -1.561], [-4.051, -3.119, -4.163], [-3.026, -4.347, -3.371], [-6.073, -7.016, -3.954], [-6.862, -5.422, -4.125], [-1.911, -9.788, -7.100], [-1.217, -8.462, -6.773], [-0.180, -8.744, -5.683], [0.315, -10.454, -5.890], [-0.115, -11.200, -4.732], [1.673, -10.502, -6.371], [-0.795, -10.816, -7.242], [-2.510, -9.718, -8.009], [-2.576, -10.068, -6.278], [-0.715, -8.084, -7.669], [-1.929, -7.702, -6.451], [0.694, -8.102, -5.781], [-0.609, -8.636, -4.686], [-1.145, -11.845, -7.169], [-0.243, -10.672, -8.173]], "charge": 1, "orbital_gap_ev": 7.8, "energy_ev": -237181.9205, "max_force_ev_per_a": 3.943, "e_homo_ev": -10.768}

---

(3)
{"formula": "C5H15NO", "method": "ωB97M-V with the def2-TZVPD basis set", "symbols": ["C", "C", "N", "C", "C", "C", "H", "H", "H", "H", "H", "H", "H", "H", "H", "H", "H", "H", "H", "H", "H", "O"], "coordinates": [[-2.880, -0.342, -0.524], [-1.723, -0.320, 0.460], [-0.413, -0.436, -0.184], [1.004, 0.834, 1.470], [0.660, -0.495, 0.760], [1.914, -1.228, 0.281], [-3.810, -0.515, -0.001], [-2.672, -1.127, -1.253], [-2.954, 0.602, -1.070], [-1.764, 0.528, 1.157], [-1.830, -1.209, 1.085], [-0.453, 0.190, -0.975], [2.074, 1.041, 1.545], [0.612, 1.686, 0.919], [0.637, 0.919, 2.492], [0.351, -1.166, 1.556], [2.653, -1.227, 1.084], [1.745, -2.284, 0.067], [2.379, -0.791, -0.607], [1.338, 1.100, -1.072], [0.848, 1.064, -2.510], [1.214, 1.659, -1.844]], "orbital_gap_ev": 9.7, "relative_energy_kcal_mol": 23.3, "energy_ev": -8965.3481, "max_force_ev_per_a": 1.974, "e_homo_ev": -8.756}

---

(4)
{"formula": "C5H11O2", "method": "ωB97M-V with the def2-TZVPD basis set", "symbols": ["C", "C", "O", "O", "H", "H", "H", "C", "C", "C", "H", "H", "H", "H", "H", "H", "H", "H"], "coordinates": [[1.725, -0.702, -0.172], [1.310, -0.668, 1.334], [2.058, 0.006, 2.067], [0.272, -1.306, 1.611], [1.106, -0.072, -0.805], [1.544, -1.733, -0.489], [2.747, -0.355, -0.313], [-2.049, 1.172, -1.249], [-0.763, 1.640, -1.903], [-2.085, -0.313, -0.933], [-2.268, 1.752, -0.354], [-2.879, 1.352, -1.945], [-0.468, 1.248, -2.856], [0.075, 1.466, -1.233], [-2.110, -0.988, -1.799], [-1.193, -0.632, -0.380], [-0.826, 2.717, -2.097], [-2.924, -0.652, -0.323]], "charge": -1, "orbital_gap_ev": 7.6, "relative_energy_kcal_mol": 7.1, "energy_ev": -9459.7221, "max_force_ev_per_a": 1.502, "e_homo_ev": -3.865}

---

(5)
{"formula": "C7H14NO2", "method": "ωB97M-V with the def2-TZVPD basis set", "symbols": ["C", "C", "C", "C", "C", "C", "C", "N", "O", "O", "H", "H", "H", "H", "H", "H", "H", "H", "H", "H", "H", "H", "H", "H"], "coordinates": [[-0.695, 1.614, -1.164], [-0.975, 0.210, -1.000], [3.230, -0.936, -0.365], [-2.089, -1.747, 0.016], [-2.335, 0.450, 1.141], [2.672, 0.340, 0.259], [-1.703, -0.266, 0.042], [0.390, 1.088, 1.254], [0.287, 1.954, 0.424], [1.467, 0.011, 0.947], [0.021, 2.026, -1.886], [-1.420, 2.342, -1.219], [-0.495, -0.481, -1.731], [3.955, -0.722, -1.065], [3.837, -1.462, 0.419], [2.552, -1.627, -0.737], [-3.093, -2.001, -0.612], [-2.165, -2.173, 0.977], [-1.463, -2.517, -0.505], [-2.204, 1.469, 1.023], [-3.521, 0.328, 1.333], [-2.008, 0.208, 2.122], [2.306, 1.072, -0.583], [3.447, 0.820, 0.910]], "charge": -1, "orbital_gap_ev": [5.6, 5.6], "relative_energy_kcal_mol": 74.3, "energy_ev": -13065.0355, "max_force_ev_per_a": 3.631, "e_homo_ev": [-1.639, -1.637]}